The following is a DFT calculation (the ωB97M-V functional and the def2-TZVPD basis) of a single C18H15ClN4O3S molecule at a distorted geometry.

Computed properties:
DFT total energy, Eh: -1998.0654
Maximum force, eV/Å: 5.37
Relative energy (zero: lowest compared OMol25 entry of this formula, charge and spin), kJ/mol: 0.0
HOMO, eV: -8.572

Atoms and positions in Å:
1 O -1.6660 -0.7230 0.7544
2 O 1.2490 2.8706 -2.5455
3 Cl 2.2603 2.5518 3.0199
4 N 1.1518 -3.2109 -0.6569
5 N -1.9262 1.5458 -2.3280
6 O 0.2218 0.8667 -2.4123
7 S 1.6205 -4.2026 1.8878
8 C -0.8061 -1.4849 0.3235
9 C 0.2339 2.1714 -2.4844
10 C 0.9162 -3.1738 0.6352
11 C -1.0990 0.5351 -2.2554
12 C 0.4283 -2.4425 -1.5687
13 C 0.5024 -3.5315 3.0614
14 C -0.2995 -2.5532 2.5530
15 C -0.5400 -1.5684 -1.1145
16 C 1.0212 4.2562 1.4230
17 C -0.0960 2.1118 1.6976
18 C 0.0382 4.6358 0.5026
19 C -1.1028 2.5134 0.8327
20 C 0.9205 3.0116 2.0079
21 C -1.0212 3.7655 0.2037
22 N -0.0390 -2.2754 1.1658
23 N -1.0907 2.6143 -2.4707
24 C -1.3437 -1.8945 3.4360
25 C -1.5047 -0.8694 -2.0775
26 C -2.0707 4.1368 -0.7751
27 C -1.5539 3.9768 -2.2162
28 H 0.6100 -2.4849 -2.6380
29 H 0.4052 -3.9158 4.0438
30 H 1.8536 4.9316 1.6994
31 H -0.1119 1.1203 2.1256
32 H 0.1149 5.6245 0.0665
33 H -1.9354 1.8408 0.6834
34 H -2.3478 -1.9843 3.0345
35 H -1.3625 -2.3389 4.4392
36 H -1.1993 -0.7961 3.5554
37 H -1.4796 -1.3315 -3.0740
38 H -2.5512 -0.8841 -1.6769
39 H -2.4364 5.1431 -0.6045
40 H -2.9417 3.4730 -0.6753
41 H -2.2804 4.3104 -2.9652
42 H -0.6953 4.6478 -2.3186

Atomic forces in eV per Å
0.2 -0.4 0.4
-1.8 -1.3 0.0
-0.1 -0.3 0.3
0.4 -0.4 0.2
1.5 -1.7 0.6
-1.0 -2.0 0.4
-0.6 0.6 -0.6
-0.9 1.5 -1.0
1.7 5.1 -0.2
-0.9 1.3 -1.9
-2.2 1.2 -0.3
-0.7 0.8 2.7
-0.6 1.2 -2.0
0.4 -0.5 1.0
0.3 -1.7 -0.5
-0.3 0.7 -0.3
0.2 0.4 0.2
0.1 -0.6 0.5
0.6 0.5 0.1
0.5 -0.4 -0.3
0.2 -0.2 0.7
0.8 -1.9 1.2
1.0 0.3 -0.3
0.0 0.9 -0.3
0.2 -0.3 0.6
-0.8 -0.6 -0.8
0.5 0.5 0.2
0.4 -0.5 0.2
0.2 -0.2 0.6
-0.7 -0.5 -0.3
0.0 0.0 0.1
-0.2 -0.1 -0.2
0.0 0.0 -0.3
-0.1 -0.1 -0.3
0.3 0.0 -0.4
0.2 -0.8 -0.2
0.0 -0.3 0.3
1.0 0.0 -0.4
0.0 0.3 -0.2
0.2 0.1 0.2
0.0 -0.4 0.1
0.1 -0.4 -0.2

Here are the Löwdin charges for atoms 1 to 6, given in e: number 1, O, carries 0.055; number 2, O, carries 0.080; number 3, Cl, carries 0.649; number 4, N, carries 0.054; number 5, N, carries 0.199; number 6, O, carries 0.199

The following is a DFT calculation (the ωB97M-V functional and the def2-TZVPD basis) of C30H32AsBBrNO2RhS as an isolated structure at a distorted geometry.

Computed properties:
Charge: +1
DFT total energy, Eh: -6710.8997
Maximum force, eV/Å: 2.13
Relative energy (zero: lowest compared OMol25 entry of this formula, charge and spin), kJ/mol: 30.3
HOMO (spin up / spin down), eV: -10.272 / -10.271

Atoms and positions in Å:
1 Rh -0.5178 0.3323 -1.1027
2 C -1.5292 0.6447 -6.8928
3 C -1.9064 0.1502 -5.5350
4 C -2.8896 -0.8184 -5.3460
5 C -3.2114 -1.2684 -4.0733
6 C -2.5168 -0.6994 -3.0278
7 Br -2.7554 -1.1739 -1.1863
8 N -1.5854 0.2357 -3.1705
9 C -1.2763 0.6459 -4.3990
10 H -2.1511 0.1926 -7.6611
11 H -0.4891 0.4093 -7.1155
12 H -1.6452 1.7253 -6.9561
13 H -3.4077 -1.2283 -6.2018
14 H -3.9654 -2.0205 -3.9050
15 H -0.4944 1.3953 -4.4598
16 S 1.1694 1.6099 -1.6495
17 C 2.7340 0.9557 -1.1655
18 C 3.8769 1.7220 -1.4000
19 C 5.1236 1.1860 -1.1327
20 C 5.2526 -0.1028 -0.6278
21 C 4.1164 -0.8560 -0.3660
22 C 2.8651 -0.3194 -0.6220
23 As 1.1971 -1.1779 -0.1457
24 C 1.0859 -0.8304 1.7649
25 C 2.0626 -0.1122 2.4429
26 C 1.9504 0.0843 3.8121
27 C 0.8810 -0.4558 4.5093
28 C -0.0900 -1.1788 3.8310
29 C 0.0049 -1.3548 2.4616
30 C 1.4022 -3.0954 -0.2046
31 C 1.6890 -3.8053 0.9549
32 C 1.9022 -5.1723 0.8797
33 C 1.8244 -5.8251 -0.3398
34 C 1.5346 -5.1151 -1.4970
35 C 1.3208 -3.7487 -1.4320
36 H 3.7878 2.7194 -1.8068
37 H 6.0067 1.7779 -1.3292
38 H 6.2326 -0.5136 -0.4355
39 H 4.2003 -1.8569 0.0440
40 H 2.9067 0.3082 1.9109
41 H 2.7089 0.6496 4.3350
42 H 0.8061 -0.3189 5.5791
43 H -0.9267 -1.6026 4.3699
44 H -0.7621 -1.9232 1.9408
45 H 1.7497 -3.2972 1.9100
46 H 2.1299 -5.7273 1.7789
47 H 1.9899 -6.8918 -0.3900
48 H 1.4753 -5.6258 -2.4478
49 H 1.0974 -3.1935 -2.3372
50 C -3.9405 2.8563 1.8542
51 C -2.6802 2.0227 2.0090
52 C -2.8579 0.9842 3.1028
53 O -2.4753 1.2714 0.7632
54 B -1.1240 1.2839 0.5141
55 O -0.3981 2.0586 1.3631
56 C -1.3573 2.8477 2.1304
57 C -1.4253 4.2056 1.4470
58 C -0.8259 2.9807 3.5476
59 H -4.8053 2.1989 1.7754
60 H -3.9004 3.4817 0.9666
61 H -4.0828 3.4961 2.7256
62 H -3.6628 0.3072 2.8169
63 H -3.1266 1.4530 4.0486
64 H -1.9506 0.4066 3.2457
65 H -1.7847 4.1168 0.4221
66 H -0.4244 4.6331 1.4201
67 H -2.0787 4.8890 1.9857
68 H -0.6000 2.0090 3.9808
69 H -1.5512 3.4905 4.1813
70 H 0.0876 3.5722 3.5370

Atomic forces in eV per Å
0.3 -1.9 -0.8
0.0 0.1 -0.1
-0.1 -0.2 0.2
0.1 0.1 0.0
0.1 0.1 0.2
0.1 0.2 0.0
0.1 0.0 -0.3
-0.3 0.1 0.2
0.0 0.0 0.0
0.0 0.0 0.0
0.0 0.0 0.0
0.0 0.1 0.0
0.0 0.0 0.0
0.0 -0.1 0.0
0.0 0.0 0.0
0.2 0.5 -0.4
-0.1 -0.1 0.1
-0.1 -0.1 0.0
0.0 -0.1 0.0
-0.1 0.0 0.0
0.1 -0.1 0.1
-0.3 -0.1 -0.2
-0.4 1.8 1.1
0.3 -0.3 0.0
0.0 0.1 -0.1
0.0 0.0 0.0
0.0 0.0 0.0
0.0 0.0 0.1
-0.1 -0.1 -0.1
-0.2 0.1 -0.4
0.0 0.2 0.1
0.0 -0.1 0.0
0.0 0.0 0.0
0.0 0.0 0.0
0.0 0.1 0.0
0.0 0.0 0.0
0.0 0.0 0.0
0.0 0.0 0.0
0.0 0.0 0.0
0.0 0.0 0.0
0.0 0.0 0.0
0.0 0.0 0.0
0.0 0.0 0.0
0.0 0.0 0.0
0.0 -0.1 -0.1
0.0 0.0 0.0
0.0 0.0 0.0
0.0 0.0 0.0
0.0 0.0 0.0
0.1 -0.1 0.0
-0.1 0.0 -0.1
-0.1 0.1 0.0
0.2 0.1 0.0
0.1 -0.1 0.6
-0.1 -0.2 -0.1
0.1 0.1 0.1
0.0 0.0 0.0
-0.1 0.0 -0.1
0.0 0.0 0.0
0.0 0.0 0.0
0.0 0.0 0.0
0.0 0.0 0.0
0.0 0.0 0.0
0.0 0.0 0.0
0.0 0.0 0.0
0.0 0.0 0.0
0.0 0.0 0.0
0.0 0.0 0.0
0.0 0.0 0.0
0.0 0.0 0.0

Here are the Löwdin charges for atoms 1 to 6, given in e: number 1, Rh, carries 0.373; number 2, C, carries -0.032; number 3, C, carries -0.233; number 4, C, carries 0.007; number 5, C, carries -0.063; number 6, C, carries -0.666

The following is a DFT calculation (the ωB97M-V functional and the def2-TZVPD basis) of C18H13HgN4Se as an isolated structure.

Computed properties:
DFT total energy, Eh: -3467.4751
Maximum force, eV/Å: 0.40
HOMO (spin up / spin down), eV: -5.489 / -7.365
Spin multiplicity: 2

Atoms and positions in Å:
1 Hg -0.9881 0.0413 1.0850
2 C 1.9823 -0.2219 -4.0634
3 C 2.2543 -0.2648 -2.7014
4 C 1.2286 -0.1513 -1.7801
5 C -0.1006 0.0084 -2.1944
6 C -0.3690 0.0497 -3.5703
7 C 0.6660 -0.0650 -4.4821
8 N -1.0791 0.1242 -1.2186
9 N -2.3133 0.2676 -1.6405
10 C -3.2593 0.3828 -0.6424
11 C -4.5865 0.5673 -1.0734
12 C -5.6125 0.7060 -0.1643
13 C -5.3513 0.6655 1.2055
14 C -4.0506 0.4802 1.6484
15 C -3.0022 0.3347 0.7502
16 H 2.7823 -0.3110 -4.7862
17 H 3.2727 -0.3900 -2.3537
18 H 1.4483 -0.1933 -0.7178
19 H -1.3910 0.1723 -3.8963
20 H 0.4406 -0.0310 -5.5411
21 H -4.7713 0.5993 -2.1393
22 H -6.6265 0.8485 -0.5168
23 H -6.1562 0.7767 1.9203
24 H -3.8580 0.4476 2.7138
25 Se 1.3870 -1.5802 3.0823
26 N 1.0204 -0.2491 1.9380
27 C 1.9352 0.6956 2.0971
28 C 1.9927 1.9141 1.3645
29 C 3.0005 2.7752 1.6465
30 C 3.9907 2.4909 2.6439
31 C 3.9749 1.3395 3.3546
32 C 2.9335 0.3962 3.0975
33 N 2.8048 -0.7599 3.7206
34 H 1.2512 2.1199 0.6024
35 H 3.0725 3.7079 1.1033
36 H 4.7671 3.2235 2.8177
37 H 4.7159 1.1051 4.1055

Atomic forces in eV per Å
-0.2 0.0 0.2
0.0 0.0 0.0
0.0 0.0 0.0
0.0 0.0 0.0
0.0 0.0 -0.1
0.0 0.0 0.0
0.0 0.0 0.0
0.1 0.0 0.1
0.0 0.0 0.0
0.0 0.0 0.0
-0.1 0.0 0.1
0.1 0.0 -0.1
0.0 0.0 0.0
0.0 0.0 0.2
0.1 0.0 -0.4
0.0 0.0 0.0
0.0 0.0 0.0
0.0 0.0 0.0
0.0 0.0 0.0
0.0 0.0 0.0
0.0 0.0 0.0
0.0 0.0 0.0
0.0 0.0 0.0
0.0 0.0 0.0
0.0 0.1 -0.1
-0.1 0.0 0.3
0.0 -0.2 -0.1
0.0 0.2 0.0
-0.1 0.0 -0.1
0.1 -0.1 0.1
0.1 0.1 0.0
-0.1 -0.1 0.0
0.0 0.0 0.0
0.0 0.0 0.0
0.0 0.0 0.0
0.0 0.0 0.0
0.0 0.0 0.0

Here are the Löwdin charges for atoms 1 to 6, given in e: number 1, Hg, carries 1.141; number 2, C, carries -0.119; number 3, C, carries -0.111; number 4, C, carries -0.071; number 5, C, carries -0.298; number 6, C, carries -0.038

The following is a DFT calculation (the ωB97M-V functional and the def2-TZVPD basis) of C38H31N3O3PPdS as an isolated structure.

Computed properties:
Charge: +1
DFT total energy, Eh: -2723.8022
Maximum force, eV/Å: 0.53
Relative energy (zero: lowest compared OMol25 entry of this formula, charge and spin), kJ/mol: 9.8
HOMO (spin up / spin down), eV: -10.355 / -11.392
Spin multiplicity: 5

Atoms and positions in Å:
1 Pd -0.4933 0.1499 -0.4354
2 O 0.9823 -1.5916 -1.3828
3 S 0.5211 -2.8190 -0.6588
4 O 0.1566 -3.9162 -1.5033
5 O -0.4683 -2.4390 0.3660
6 C 1.9428 -3.1651 0.3111
7 C 2.6944 -4.3113 0.1988
8 C 3.8579 -4.4249 0.9575
9 C 4.2524 -3.3833 1.7763
10 C 3.4864 -2.2232 1.8651
11 C 2.3017 -2.1171 1.1527
12 P 1.2525 -0.6158 1.2828
13 C 0.4340 -0.7143 2.8942
14 C 1.0534 -1.2722 4.0122
15 C 0.3870 -1.3261 5.2253
16 C -0.9082 -0.8384 5.3320
17 C -1.5394 -0.3022 4.2202
18 C -0.8722 -0.2455 3.0067
19 C 2.5721 0.6348 1.3806
20 C 3.0893 1.0934 0.1737
21 C 4.0998 2.0414 0.1647
22 C 4.6029 2.5342 1.3605
23 C 4.1010 2.0683 2.5686
24 C 3.0897 1.1204 2.5799
25 H 2.3771 -5.0915 -0.4774
26 H 4.4609 -5.3193 0.8906
27 H 5.1680 -3.4591 2.3462
28 H 3.8385 -1.4068 2.4833
29 H 2.0493 -1.6872 3.9407
30 H 0.8768 -1.7611 6.0844
31 H -1.4283 -0.8893 6.2782
32 H -2.5555 0.0597 4.2912
33 H -1.3866 0.1628 2.1351
34 H 2.7060 0.7000 -0.7677
35 H 4.4982 2.3920 -0.7768
36 H 5.3916 3.2732 1.3517
37 H 4.4977 2.4429 3.5025
38 H 2.6963 0.7731 3.5261
39 C -3.5247 2.4173 -3.2019
40 C -2.9370 1.4478 -2.3792
41 N -2.0227 1.7223 -1.4713
42 C -1.6612 3.0123 -1.3065
43 C -2.1663 4.0485 -2.1000
44 C -3.1170 3.7175 -3.0815
45 C -1.7410 5.4009 -1.8756
46 C -0.9213 5.6973 -0.8480
47 C -0.4604 4.6671 0.0403
48 C 0.2764 4.9632 1.2005
49 C 0.5930 3.9510 2.0643
50 C 0.2345 2.6416 1.7187
51 N -0.3780 2.3172 0.5979
52 C -0.7835 3.3289 -0.2092
53 H -4.2723 2.1199 -3.9211
54 H -3.2209 0.4104 -2.4860
55 H -3.5272 4.4947 -3.7115
56 H -2.1156 6.1744 -2.5298
57 H -0.6187 6.7164 -0.6529
58 H 0.5464 5.9896 1.4132
59 H 1.1157 4.1286 2.9916
60 H 0.4498 1.8415 2.4090
61 C -3.7807 -2.6497 -0.7236
62 C -3.2272 -2.7996 -2.1013
63 C -3.6975 -3.7335 -2.9954
64 C -3.1397 -3.8620 -4.2664
65 C -2.0875 -3.0403 -4.6735
66 C -1.5706 -2.0830 -3.8330
67 C -0.4214 -1.2037 -4.2064
68 C -2.1442 -1.9647 -2.5265
69 N -1.6398 -1.0969 -1.7005
70 H -4.6266 -3.3189 -0.5832
71 H -4.1194 -1.6268 -0.5389
72 H -3.0148 -2.8722 0.0210
73 H -4.5065 -4.3859 -2.6949
74 H -3.5242 -4.6118 -4.9427
75 H -1.6552 -3.1675 -5.6562
76 H -0.0384 -1.4733 -5.1880
77 H 0.3840 -1.2926 -3.4711
78 H -0.7242 -0.1525 -4.2369

Atomic forces in eV per Å
0.1 0.1 -0.2
-0.3 0.2 0.0
-0.4 0.1 0.3
0.2 0.0 -0.1
0.1 -0.2 -0.1
0.0 0.0 -0.1
0.1 -0.1 0.1
-0.1 0.0 -0.1
0.0 0.1 0.0
0.1 0.0 0.1
-0.1 0.0 -0.1
0.2 0.1 0.0
0.0 -0.1 0.0
0.0 0.0 0.0
0.0 0.0 0.0
0.0 0.0 0.0
0.0 0.0 0.0
-0.2 0.1 -0.2
-0.1 0.1 0.2
-0.1 0.0 -0.2
0.0 0.0 0.0
0.0 0.0 0.0
0.0 0.0 0.0
-0.1 0.1 0.0
0.0 0.0 0.0
0.0 0.0 0.0
0.0 0.0 0.0
0.0 0.0 0.0
0.0 0.0 0.0
0.0 0.0 0.0
0.0 0.0 0.0
0.0 0.0 0.0
0.1 -0.1 0.2
0.0 0.1 0.1
0.0 0.0 0.0
0.0 0.0 0.0
0.0 0.0 0.0
0.0 0.0 0.0
0.1 0.0 0.0
0.0 -0.1 -0.1
0.2 -0.1 -0.1
0.1 0.0 0.1
0.0 0.1 -0.1
0.0 -0.1 0.1
0.0 -0.1 0.1
0.0 -0.1 0.0
0.0 0.1 0.0
0.0 0.0 0.1
-0.1 0.0 -0.1
0.1 0.0 0.1
0.0 0.0 0.1
0.0 -0.1 -0.1
0.0 0.0 0.0
0.0 0.0 0.0
0.0 0.0 0.0
0.0 0.1 0.0
0.0 0.1 0.0
0.0 0.0 0.0
0.0 0.0 0.0
0.1 0.0 0.0
0.0 0.0 0.1
-0.2 -0.2 -0.1
0.0 0.1 0.1
0.1 0.0 0.0
0.0 0.0 0.1
0.1 -0.1 -0.3
0.1 0.0 0.0
0.1 0.1 0.2
-0.1 0.1 0.2
0.0 0.0 0.1
0.0 0.0 0.0
0.0 0.0 0.0
0.0 0.0 0.0
0.0 0.0 0.0
0.0 0.0 -0.1
0.0 0.0 0.0
-0.1 0.0 -0.1
0.0 0.0 0.0

Here are the Löwdin charges for atoms 1 to 6, given in e: number 1, Pd, carries 0.875; number 2, O, carries -0.428; number 3, S, carries 0.461; number 4, O, carries -0.260; number 5, O, carries -0.403; number 6, C, carries -0.272